Record 1
ORCA calculation (wB97M-V/def2-TZVPD) on a 12-piece molecular cluster, C27H83N19O12 overall.

Computed properties:
HOMO-LUMO gap: 8.9 eV
Largest force on an atom: 12.01 eV Å⁻¹
Structure (SMILES): COC[C@H](C)N.COC[C@H](C)N.COC[C@H](C)N.COC[C@H](C)N.COC[C@H](C)N.NC(N)=O.NC(N)=O.NC(N)=O.NC(N)=O.NC(N)=O.NC(N)=O.NC(N)=O

XYZ file:
```
141
C27H83N19O12, DFT wB97M-V/def2-TZVPD
C 2.29859 5.30989 -1.29466
O 2.37515 5.91249 -0.02720
C 3.35817 6.99507 0.10993
C 3.34505 8.13409 -0.93415
C 4.34391 9.32945 -0.72234
N 2.07011 8.84099 -0.93359
H 2.26622 5.92607 -2.19320
H 1.44269 4.64960 -1.43451
H 3.26272 4.81446 -1.40904
H 3.07365 7.42321 1.07109
H 4.37781 6.61438 0.16924
H 3.58788 7.62141 -1.86490
H 4.06877 10.18729 -1.33594
H 5.30222 8.93517 -1.06039
H 4.43735 9.67224 0.30813
H 1.35917 8.24521 -0.53393
H 2.25323 9.60316 -0.29668
C -2.24962 -4.09261 -6.62743
O -2.43775 -3.46402 -5.40537
C -3.07468 -2.16379 -5.50443
C -3.84851 -1.81718 -4.19122
C -4.75179 -0.65672 -4.43745
N -2.96270 -1.64069 -3.00748
H -3.14328 -4.18644 -7.24442
H -1.73231 -5.05194 -6.61350
H -1.63238 -3.49789 -7.30079
H -2.33812 -1.39177 -5.72707
H -3.79223 -2.19458 -6.32436
H -4.51723 -2.61814 -3.87599
H -5.53481 -0.99500 -5.11609
H -4.20043 0.15535 -4.91143
H -5.24037 -0.31823 -3.52377
H -2.29634 -2.38246 -3.16831
H -2.40281 -0.80163 -2.95659
C -5.43831 1.79111 -0.88613
O -5.24144 0.89609 0.22212
C -4.31618 1.50552 1.22633
C -4.17282 0.78900 2.62848
C -5.39101 0.85353 3.56049
N -3.04500 1.41513 3.34088
H -5.58525 2.84064 -0.63118
H -6.21343 1.43370 -1.56403
H -4.56992 1.60862 -1.51914
H -3.37849 1.63472 0.68585
H -4.70277 2.51251 1.38325
H -4.02811 -0.25124 2.33683
H -5.24776 0.15959 4.38875
H -6.24647 0.41301 3.04840
H -5.65824 1.85570 3.89567
H -3.01340 0.97838 4.25102
H -2.14421 1.22868 2.92383
C -0.09577 -2.26542 0.95464
O 0.77236 -1.18235 0.48574
C 0.16625 -0.05323 -0.23337
C -0.41188 1.05319 0.64768
C -0.71914 2.42254 -0.07150
N 0.55672 1.42873 1.63140
H 0.42262 -2.87365 1.69588
H -0.52119 -2.74418 0.07265
H -0.87004 -1.88097 1.61857
H 0.86621 0.34358 -0.96868
H -0.56716 -0.46245 -0.92817
H -1.31405 0.70651 1.15166
H -1.16640 3.14148 0.61491
H -1.50599 2.37287 -0.82416
H 0.18567 2.88695 -0.46359
H 0.09900 2.15553 2.16278
H 0.71042 0.62005 2.21664
C -1.07502 -7.34551 0.73897
O 0.26672 -7.00546 0.41584
C 0.76949 -6.06229 1.44050
C 2.29133 -6.17380 1.53412
C 2.80608 -7.46201 2.09967
N 2.79435 -5.11161 2.39909
H -1.23557 -7.95042 1.63139
H -1.41434 -7.89525 -0.13895
H -1.69270 -6.45169 0.65141
H 0.44305 -5.11458 1.01227
H 0.44770 -6.24863 2.46512
H 2.88725 -6.16449 0.62149
H 3.86965 -7.40125 2.33040
H 2.64957 -8.30032 1.42081
H 2.22704 -7.79924 2.95937
H 3.79396 -5.18903 2.52109
H 2.49999 -5.27846 3.35073
N 2.69276 2.27727 -0.47522
C 3.70899 1.65700 0.05659
N 3.46485 1.42064 1.21748
O 4.78575 1.61891 -0.45806
H 1.84625 2.30826 0.07483
H 2.74675 2.67204 -1.40331
H 4.24335 1.10508 1.77825
H 2.52219 1.29431 1.55737
N 0.12046 -1.28857 -4.79772
C 0.45617 -0.41120 -3.84758
N 1.74752 -0.19433 -3.75134
O -0.47297 0.23354 -3.23713
H -0.85023 -1.51151 -4.96553
H 0.79838 -1.76465 -5.37554
H 2.43489 -0.80234 -4.17319
H 2.00869 0.60956 -3.19849
N 2.77773 -2.55214 -1.86533
C 3.08932 -3.42003 -0.97264
N 2.73188 -2.97619 0.18641
O 3.63824 -4.47940 -1.12161
H 2.54280 -1.63409 -1.51591
H 3.00700 -2.68580 -2.83984
H 2.76804 -3.69022 0.89982
H 1.96759 -2.32590 0.30082
N -0.05911 -5.86704 5.53448
C 1.10996 -5.33972 5.27826
N 0.95623 -4.13914 4.83523
O 2.15379 -5.91556 5.42861
H -0.83217 -5.33260 5.16455
H -0.09808 -6.69609 6.11004
H 0.05653 -3.83255 4.49368
H 1.82446 -3.63462 4.72694
N -1.88410 1.67684 -5.32221
C -2.73606 2.40032 -4.73467
N -2.37461 2.48777 -3.49776
O -3.56307 3.12092 -5.29178
H -1.11183 1.14431 -4.94790
H -1.84061 1.98383 -6.28344
H -1.73219 1.79172 -3.14717
H -2.94693 3.01292 -2.85217
N 2.37447 -1.10740 5.20771
C 1.18260 -0.86173 4.81604
N 0.49399 -0.72461 5.90161
O 0.69768 -0.77450 3.65704
H 2.50765 -1.17357 6.20670
H 3.13048 -1.14151 4.53884
H 1.09754 -0.52546 6.68656
H -0.38990 -0.23784 5.85813
N 1.77765 4.01143 2.25627
C 0.95417 4.57244 3.05444
N 1.03218 5.89323 2.97907
O 0.21260 3.93060 3.77301
H 2.06309 4.68898 1.56377
H 1.75534 3.01319 2.10423
H 1.46052 6.23402 2.13025
H 0.34046 6.40457 3.50836
```

Löwdin atomic charge list, values in e, 8 entries: -0.1179, -0.2273, -0.1448, -0.4229, -0.0562, 0.0355, 0.0868, 0.0811

=====

Record 2
ORCA calculation (wB97M-V/def2-TZVPD) on a 12-piece molecular cluster, C27H83N19O12 overall.

Computed properties:
HOMO-LUMO gap: 8.6 eV
Largest force on an atom: 2.33 eV Å⁻¹
Structure (SMILES): COC[C@H](C)N.COC[C@H](C)N.COC[C@H](C)N.COC[C@H](C)N.COC[C@H](C)N.NC(N)=O.NC(N)=O.NC(N)=O.NC(N)=O.NC(N)=O.NC(N)=O.NC(N)=O

XYZ file:
```
141
C27H83N19O12, DFT wB97M-V/def2-TZVPD
C -22.99783 -24.28258 -5.58821
O -21.62782 -23.94632 -5.71315
C -21.21980 -23.09871 -4.66112
C -19.70867 -22.86654 -4.70480
C -19.22846 -22.25080 -3.41018
N -19.33862 -21.93978 -5.81882
H -23.11887 -24.92936 -4.71593
H -23.28698 -24.78316 -6.51107
H -23.60605 -23.37375 -5.51540
H -21.70488 -22.12484 -4.81775
H -21.48679 -23.44873 -3.65785
H -19.21321 -23.79009 -5.02666
H -18.14540 -22.14813 -3.35952
H -19.57802 -22.81406 -2.54275
H -19.67507 -21.25905 -3.28478
H -19.19679 -22.38569 -6.72147
H -18.35860 -21.81103 -5.54346
C -20.22308 -12.63832 -3.86752
O -21.14033 -13.65961 -4.14834
C -21.41916 -14.47881 -3.02094
C -22.52306 -15.46374 -3.39490
C -23.81307 -14.77808 -3.83443
N -22.74719 -16.37244 -2.30299
H -19.23854 -12.95069 -3.49094
H -20.63012 -12.02235 -3.05199
H -20.06308 -12.05336 -4.76980
H -20.50003 -15.04677 -2.84558
H -21.75929 -13.87313 -2.17318
H -22.24061 -15.96475 -4.32417
H -24.49648 -15.57655 -4.13106
H -23.60312 -14.22685 -4.75221
H -24.25043 -14.08211 -3.11723
H -21.95354 -16.60536 -1.71750
H -23.43937 -16.11516 -1.60922
C -13.42386 -21.14037 -3.40231
O -13.38310 -19.75689 -3.58591
C -13.33092 -19.00284 -2.39654
C -13.26316 -17.48924 -2.60778
C -12.97963 -16.81332 -1.28827
N -14.56075 -17.03718 -3.15143
H -12.53437 -21.46776 -2.84706
H -13.40509 -21.64826 -4.36141
H -14.32032 -21.45478 -2.85356
H -14.23619 -19.28218 -1.83785
H -12.39335 -19.28212 -1.89450
H -12.45219 -17.32052 -3.31987
H -12.06331 -17.12474 -0.78174
H -13.78614 -17.06230 -0.58824
H -12.98574 -15.72291 -1.32469
H -14.40520 -16.17605 -3.65831
H -15.19079 -16.90829 -2.36433
C -21.91662 -19.84007 -1.88210
O -23.17331 -20.11722 -1.27940
C -23.50734 -19.23329 -0.23032
C -25.01421 -19.21199 -0.02756
C -25.41040 -18.28383 1.11181
N -25.50448 -20.57409 0.28863
H -22.03136 -19.89779 -2.96695
H -21.15702 -20.58749 -1.63225
H -21.53200 -18.85053 -1.63955
H -22.93807 -19.51501 0.66380
H -23.29390 -18.18537 -0.47108
H -25.42535 -18.90247 -0.99392
H -26.49014 -18.31403 1.26709
H -25.19510 -17.24370 0.84451
H -24.94966 -18.55988 2.05867
H -24.85588 -21.22192 -0.14827
H -26.40412 -20.76688 -0.13262
C -15.19801 -18.04186 2.00758
O -14.80346 -17.17873 3.03936
C -15.01300 -15.81858 2.77538
C -13.86354 -15.14492 1.98932
C -12.57259 -15.28438 2.81223
N -14.05351 -13.76412 1.58348
H -14.41834 -18.14247 1.23707
H -15.99158 -17.61118 1.37700
H -15.49904 -19.02397 2.35568
H -15.98954 -15.59436 2.32319
H -15.07568 -15.29443 3.73777
H -13.78491 -15.72529 1.06429
H -12.28664 -16.31690 2.99843
H -12.71161 -14.72203 3.73871
H -11.77042 -14.77672 2.27484
H -14.62482 -13.26623 2.26155
H -14.54724 -13.65737 0.69652
N -17.19775 -16.59469 -5.09962
C -17.67499 -15.50789 -5.74519
N -16.85475 -14.40950 -5.76256
O -18.78328 -15.40575 -6.26730
H -17.75217 -17.43862 -5.10672
H -16.28376 -16.71502 -4.69118
H -17.19346 -13.77472 -6.46805
H -15.87550 -14.42427 -5.54219
N -16.56493 -21.82783 -0.82791
C -17.09120 -21.55909 0.39822
N -17.17028 -20.24356 0.72513
O -17.50831 -22.45206 1.13115
H -16.29056 -21.01179 -1.34959
H -16.35506 -22.74969 -1.15139
H -17.68852 -19.88512 1.50060
H -16.92546 -19.55347 0.02541
N -18.99806 -17.75350 -2.50118
C -17.76218 -18.21673 -2.20910
N -17.22059 -19.03254 -3.13544
O -17.14693 -17.86348 -1.17721
H -19.25816 -17.95114 -3.46982
H -19.33753 -17.06676 -1.83484
H -17.74256 -19.32072 -3.95216
H -16.23012 -19.20919 -3.17906
N -19.17063 -17.52837 0.85655
C -20.16582 -16.67973 0.52159
N -21.23876 -16.60881 1.34289
O -20.13257 -15.98837 -0.51450
H -19.21676 -18.14510 1.64252
H -18.39305 -17.42561 0.20103
H -21.25491 -17.12053 2.20477
H -22.03015 -16.11549 0.97185
N -21.05174 -17.40814 -6.31148
C -20.54741 -18.57889 -5.84646
N -21.04583 -19.73989 -6.26122
O -19.57743 -18.55646 -5.05314
H -20.53928 -16.63738 -5.90170
H -21.57012 -17.34505 -7.16545
H -20.48801 -20.56096 -5.94236
H -21.73739 -19.80606 -6.98462
N -16.79678 -14.61286 -2.52617
C -16.60466 -14.15092 -1.24746
N -17.69364 -14.32967 -0.45372
O -15.64088 -13.46135 -0.92202
H -17.56483 -15.23044 -2.71866
H -16.13750 -14.29398 -3.20714
H -18.51969 -14.80013 -0.78840
H -17.66374 -14.06320 0.51265
N -14.42537 -21.13447 -6.69854
C -15.54691 -20.59497 -6.15422
N -15.63956 -19.25398 -6.38459
O -16.40483 -21.19270 -5.50695
H -14.22477 -22.10942 -6.57084
H -13.67495 -20.49086 -6.87132
H -16.55110 -18.85614 -6.25345
H -14.83166 -18.72495 -6.64722
```

Löwdin atomic charge list, values in e, 8 entries: -0.1070, -0.1849, -0.2220, -0.3886, -0.0550, 0.0311, 0.0899, 0.0863